No. 1
8
Properties=species:S:1:pos:R:3:mulliken_charge:R:1 method="wB97M-V/def2-TZVPD" energy_ev=-17513.108 charge=-1 e_homo_ev=-3.376 gap_ev=7.27
H 0.255 -2.130 -0.101 0.275
O -1.886 0.292 -0.011 -0.413
N -1.405 -0.891 0.007 -0.260
S 2.459 -0.088 0.079 -0.521
C 0.730 0.196 0.080 0.062
C -0.141 -1.042 0.067 -0.174
C 0.030 1.271 -0.105 -0.285
H -0.042 2.393 -0.015 0.316

No. 2
9
Properties=species:S:1:pos:R:3:mulliken_charge:R:1 method="wB97M-V/def2-TZVPD" energy_ev=-28351.899 charge=-1 smiles=Oc1scnc1[S-] e_homo_ev=-2.648 gap_ev=5.81
H -0.443 1.765 1.959 0.245
C -0.511 0.505 0.394 0.444
O -1.158 1.357 1.479 -0.515
S 1.849 1.791 0.678 -0.583
C 0.837 0.574 0.166 -0.222
C 0.300 -1.233 -1.090 0.009
S -1.285 -0.863 -0.342 -0.231
H 0.271 -2.167 -1.609 0.377
N 1.240 -0.427 -0.777 -0.525

No. 3
7
Properties=species:S:1:pos:R:3:mulliken_charge:R:1 method="wB97M-V/def2-TZVPD" energy_ev=-13916.267 charge=0 e_homo_ev="-9.331 / -9.387" gap_ev="7.16 / 7.10"
N -2.377 0.907 0.038 -0.383
C -1.494 0.167 0.014 0.444
H -0.443 -1.689 -0.027 0.364
C -0.421 -0.661 0.018 -0.338
P 3.071 0.221 0.035 0.225
C 0.800 -0.050 -0.005 -0.489
H 0.865 1.105 -0.073 0.178

No. 4
7
Properties=species:S:1:pos:R:3:mulliken_charge:R:1 method="wB97M-V/def2-TZVPD" energy_ev=-13916.785 charge=0 smiles="C=P#CC#N" e_homo_ev="-9.486 / -9.208" gap_ev="7.74 / 7.46"
P -2.072 -0.538 0.168 0.017
C -0.411 -0.034 -0.313 -0.757
H 0.196 -0.724 -0.704 0.359
C -0.763 -0.379 2.732 0.520
H -0.005 0.723 0.211 0.418
C -1.720 -0.494 1.807 -0.214
N 0.060 -0.462 3.546 -0.344

No. 5
7
Properties=species:S:1:pos:R:3:mulliken_charge:R:1 method="wB97M-V/def2-TZVPD" energy_ev=-13915.595 charge=0 e_homo_ev="-8.653 / -8.006" gap_ev="7.22 / 6.19"
N 1.921 -1.943 -0.149 -0.388
C -0.153 -0.565 -0.012 0.191
H -0.021 1.537 0.936 0.500
C -0.574 0.697 0.546 -0.860
P -1.765 -0.267 -0.438 0.008
C 0.944 -1.335 -0.106 0.531
H -0.353 1.876 -0.778 0.019

No. 6
7
Properties=species:S:1:pos:R:3:mulliken_charge:R:1 method="wB97M-V/def2-TZVPD" energy_ev=-7233.925 charge=0 smiles="O=C=C1CO1" e_homo_ev="-8.766 / -8.767" gap_ev="8.77 / 8.77"
C 0.494 -0.117 0.144 0.151
C -0.265 -0.209 -1.073 -0.304
C -0.011 0.251 1.619 0.188
O 0.385 0.284 2.708 -0.278
O 0.600 0.864 -0.748 -0.279
H -1.303 -0.059 -0.954 0.290
H 0.100 -1.012 -1.696 0.231

No. 7
7
Properties=species:S:1:pos:R:3:mulliken_charge:R:1 method="wB97M-V/def2-TZVPD" energy_ev=-7233.930 charge=0 e_homo_ev=-10.388 gap_ev=10.02
C -0.508 -0.689 0.399 -0.093
H 0.655 0.993 0.826 0.430
C 0.307 0.458 0.064 0.130
O -0.519 -0.949 1.571 -0.453
O 0.036 1.071 -1.243 -0.144
C 1.060 0.300 -1.202 -0.198
H -1.031 -1.184 -0.416 0.328

No. 8
7
Properties=species:S:1:pos:R:3:mulliken_charge:R:1 method="wB97M-V/def2-TZVPD" energy_ev=-7229.105 s2=2.009 charge=0 e_homo_ev="-6.850 / -9.231" gap_ev="7.33 / 7.01" spin_multiplicity=3
C 2.730 0.447 -1.985 -0.277
C 1.215 -0.018 -1.033 0.033
H -0.160 1.377 0.888 0.363
O -0.414 0.437 0.654 -0.456
O 2.050 -0.662 -1.951 -0.098
H -0.646 -1.180 -0.453 0.259
C 0.078 -0.296 -0.287 0.176

No. 9
8
Properties=species:S:1:pos:R:3:mulliken_charge:R:1 method="wB97M-V/def2-TZVPD" energy_ev=-9803.849 s2=8.795 charge=+1 e_homo_ev="-12.343 / -14.321" gap_ev="6.22 / 6.82" spin_multiplicity=6
C 0.849 0.608 1.629 0.067
O 1.393 0.167 0.510 -0.174
H 1.273 -0.140 -1.530 0.374
H -1.099 0.044 -1.699 0.355
C 0.664 -0.218 -0.632 -0.138
Ru -0.954 -0.534 2.094 0.895
O -1.437 0.226 0.326 -0.610
C -0.689 -0.152 -0.698 0.232

No. 10
8
Properties=species:S:1:pos:R:3:mulliken_charge:R:1 method="wB97M-V/def2-TZVPD" energy_ev=-18071.473 charge=0 smiles="O=CC(=O)C=S" e_homo_ev=-9.318 gap_ev=7.36
S 1.240 -1.785 1.556 -0.132
O -0.943 1.728 -0.001 -0.429
C 0.138 -0.369 -0.411 0.623
C -0.579 0.936 -0.829 -0.018
O 0.677 -1.137 -1.183 -0.462
C 0.294 -0.597 1.059 -0.230
H -0.091 0.189 1.741 0.301
H -0.736 1.036 -1.932 0.347

No. 11
8
Properties=species:S:1:pos:R:3:mulliken_charge:R:1 method="wB97M-V/def2-TZVPD" energy_ev=-18071.541 charge=0 smiles="S=c1occo1" e_homo_ev=-9.017 gap_ev=9.70
O -0.744 -0.328 -0.903 -0.277
H -2.943 0.380 -0.818 0.303
C 0.348 -0.110 0.003 0.384
S 1.914 -0.503 -0.328 -0.310
C -1.506 0.722 0.887 -0.146
C -1.881 0.396 -0.362 -0.046
O -0.159 0.381 1.069 -0.273
H -2.226 1.190 1.557 0.364

No. 12
8
Properties=species:S:1:pos:R:3:mulliken_charge:R:1 method="wB97M-V/def2-TZVPD" energy_ev=-11927.213 s2=0.757 charge=0 e_homo_ev="-5.929 / -8.875" gap_ev="5.95 / 8.68" spin_multiplicity=2
C 0.812 1.102 0.590 -0.354
O -0.461 1.367 0.063 -0.243
C -1.090 0.200 -0.296 -0.154
Tl 2.895 0.311 -0.181 0.472
O 0.849 -0.461 0.547 -0.314
H -0.571 -1.918 -0.056 0.347
H -2.112 0.259 -0.657 0.368
C -0.323 -0.859 -0.011 -0.121

No. 13
8
Properties=species:S:1:pos:R:3:mulliken_charge:R:1 method="wB97M-V/def2-TZVPD" energy_ev=-55641.851 s2=0.826 charge=+1 e_homo_ev="-13.368 / -14.116" gap_ev="6.31 / 6.60" spin_multiplicity=2
C -0.539 -2.119 -0.021 -0.158
O -1.074 0.269 0.291 -0.042
H 0.033 -3.046 0.022 0.339
H 0.555 2.734 -0.123 0.434
O 0.391 1.786 -0.201 -0.371
C -0.215 -0.854 -0.061 0.400
Zn 1.711 -0.317 0.003 0.403
C -0.861 1.547 0.091 -0.006

No. 14
8
Properties=species:S:1:pos:R:3:mulliken_charge:R:1 method="wB97M-V/def2-TZVPD" energy_ev=-9283.991 charge=0 smiles="O=CC(=O)C=O" e_homo_ev=-10.067 gap_ev=8.81
O -1.221 0.168 -1.197 -0.456
H 0.818 -1.738 -0.991 0.327
H -1.427 1.393 1.085 0.348
O 1.987 -0.166 -0.466 -0.391
C -0.568 0.697 1.031 0.029
C -0.373 0.058 -0.344 0.496
O 0.115 0.400 1.976 -0.414
C 0.923 -0.707 -0.608 0.061

No. 15
8
Properties=species:S:1:pos:R:3:mulliken_charge:R:1 method="wB97M-V/def2-TZVPD" energy_ev=-9282.463 charge=0 e_homo_ev=-9.387 gap_ev=9.48
O 0.256 1.409 -0.235 -0.606
C -0.807 0.819 -0.035 0.335
C 1.628 -0.555 0.053 0.843
H -1.618 -1.166 -0.255 0.252
H -1.797 1.337 -0.039 0.317
C -1.035 -0.496 0.375 -0.481
O 2.710 -0.147 0.042 -0.308
O 0.634 -1.218 0.097 -0.351

No. 16
8
Properties=species:S:1:pos:R:3:mulliken_charge:R:1 method="wB97M-V/def2-TZVPD" energy_ev=-9284.002 charge=0 smiles="O=CC(=O)C=O" e_homo_ev=-10.058 gap_ev=8.73
C 0.935 -0.826 -0.461 0.025
O -1.549 -0.410 1.239 -0.391
O -0.022 1.191 -1.291 -0.455
C -0.006 0.377 -0.399 0.512
O 1.215 -1.470 0.516 -0.407
C -0.929 0.526 0.808 0.045
H 1.379 -0.994 -1.461 0.343
H -1.036 1.560 1.191 0.328

No. 17
8
Properties=species:S:1:pos:R:3:mulliken_charge:R:1 method="wB97M-V/def2-TZVPD" energy_ev=-9283.335 charge=0 smiles="O=C[C@@H]1OC1=O" e_homo_ev=-10.696 gap_ev=10.76
H -1.044 0.845 -0.999 0.285
O -0.344 2.311 0.322 -0.436
C -0.340 1.241 -0.231 -0.040
C -0.125 -1.246 0.287 0.458
C 0.631 0.042 0.049 0.182
H 1.603 -0.111 0.513 0.350
O 0.403 -1.086 -0.873 -0.324
O -0.783 -1.996 0.932 -0.475

No. 18
8
Properties=species:S:1:pos:R:3:mulliken_charge:R:1 method="wB97M-V/def2-TZVPD" energy_ev=-9283.946 charge=0 smiles="O=CC(=O)C=O" e_homo_ev=-10.048 gap_ev=8.85
C -0.897 0.520 0.798 0.038
O -0.282 1.005 -1.478 -0.461
H 1.484 -0.941 -1.427 0.365
C 0.973 -0.756 -0.463 0.057
H -0.523 1.283 1.509 0.302
C -0.095 0.334 -0.493 0.518
O -1.898 -0.118 0.991 -0.392
O 1.239 -1.327 0.564 -0.428

No. 19
8
Properties=species:S:1:pos:R:3:mulliken_charge:R:1 method="wB97M-V/def2-TZVPD" energy_ev=-9281.966 charge=0 e_homo_ev=-10.201 gap_ev=10.16
O 1.306 0.760 -0.388 -0.187
C 0.253 0.029 0.307 0.398
H -1.628 1.224 -0.091 0.305
O -1.883 -0.732 -0.536 -0.389
O 0.930 -1.154 0.041 -0.201
H 0.337 0.099 1.374 0.253
C -1.212 0.180 -0.140 -0.067
C 1.896 -0.407 -0.566 -0.111

No. 20
9
Properties=species:S:1:pos:R:3:mulliken_charge:R:1 method="wB97M-V/def2-TZVPD" energy_ev=-18570.389 charge=-1 e_homo_ev=-3.634 gap_ev=7.53
O -2.826 1.195 0.039 -0.147
H -0.392 -1.283 0.772 -0.011
O 1.349 1.088 -0.249 -0.626
C -0.481 1.171 -0.203 0.398
O -3.598 -0.892 -0.013 -0.575
P -0.884 -0.573 -0.403 -0.198
C -2.662 -0.134 -0.108 0.612
H 1.576 1.801 0.507 0.273
C -1.713 2.073 -0.081 -0.726